No. 1
Computed, not measured: a molecular structure, C11H9AuN5O2S4SbSe, with ωB97M-V with the def2-TZVPD basis set.

ORCA input file:
```
! wB97M-V def2-TZVPD RIJCOSX def2/J DEFGRID3
* xyz -1 2
Au -0.81735 -2.17703 1.56394
N 1.97584 2.33216 -4.28874
C 1.74330 2.01474 -2.94757
C 1.16406 2.94886 -2.09056
C 0.97070 2.64791 -0.75279
C 1.36610 1.41417 -0.26186
C 1.94894 0.47659 -1.10484
C 2.13745 0.77540 -2.43993
S 1.07770 0.98663 1.42564
O 2.14379 0.11083 1.83815
O 0.84353 2.20599 2.15117
N -0.23522 0.04760 1.38095
C -1.46968 0.46834 1.07492
N -2.34155 -0.57463 1.13287
C -3.61386 -0.37716 0.85476
C -4.07283 0.88428 0.51113
C -3.11337 1.88701 0.45695
N -1.82839 1.71018 0.72672
H 1.35948 3.03591 -4.66254
H 2.04080 1.53268 -4.89873
H 0.86235 3.91496 -2.47912
H 0.50898 3.35544 -0.07861
H 2.25103 -0.48206 -0.70349
H 2.59143 0.04569 -3.09990
H -4.25636 -1.24900 0.90763
H -5.11053 1.07244 0.28361
H -3.39766 2.89750 0.17767
S -0.65342 -4.82338 -1.22331
Sb -0.58631 -5.53552 0.90895
S -2.13004 -4.08869 2.11720
S 1.15397 -3.59554 1.57706
Se 1.30774 -3.53741 3.78725
C 2.66710 -4.77990 3.99278
N 3.51230 -5.54499 4.16263
*
```

The energy relative to the best compared isomer or geometry (same formula, charge and spin) comes out at 21.3 kcal/mol. As for the expectation value of S²: 0.76. As for the HOMO-LUMO gap (alpha / beta): 7.1 / 6.3 eV.

Results of the Mulliken charge analysis, in e, for atoms 1 through 2:
1. Au 0.621
2. N -0.604

=====

No. 2
Computed, not measured: a molecular structure, C11H9F5N2ORuS2, with ωB97M-V with the def2-TZVPD basis set.

ORCA input file:
```
! wB97M-V def2-TZVPD RIJCOSX def2/J DEFGRID3
* xyz 2 5
Ru -0.00168 0.83116 -0.13808
S -0.50214 0.86568 2.54519
C -0.31830 2.44568 2.08146
N -0.05449 2.70628 0.77799
C 0.11320 4.01850 0.51121
C 0.41640 4.60329 -0.73482
C 0.53915 5.95508 -0.77956
C 0.36731 6.76050 0.39011
C 0.07509 6.21680 1.61543
C -0.05106 4.83258 1.68323
S -0.37860 3.86335 3.05894
H 0.55452 3.98610 -1.61172
H 0.77467 6.44036 -1.71750
H 0.47707 7.83413 0.30553
H -0.04202 6.83977 2.49225
F 2.48690 0.21189 1.39890
C 1.89871 0.27996 0.24142
F 1.46652 -0.96364 -0.19576
C 2.75037 0.96278 -0.85573
F 3.93981 0.46987 -1.04680
F 2.01434 0.86088 -1.99447
F 2.83301 2.25614 -0.53761
C -4.12587 -0.04876 -1.04411
C -2.82630 0.25234 -1.70924
N -2.72453 0.14161 -3.00958
O -1.81658 0.61043 -1.01696
H -4.94450 0.45628 -1.55671
H -4.09507 0.25805 -0.00489
H -4.31013 -1.12410 -1.09363
H -3.51761 -0.13859 -3.56709
H -1.85046 0.31011 -3.48466
*
```

As for the expectation value of S²: 6.07. As for the HOMO-LUMO gap (alpha / beta): 7.8 / 5.9 eV.

Results of the Mulliken charge analysis, in e, for atoms 1 through 2:
1. Ru 1.429
2. S -0.085

=====

No. 3
Computed, not measured: a molecular structure, C11H9HgN4O3S at a distorted geometry, with ωB97M-V with the def2-TZVPD basis set.

ORCA input file:
```
! wB97M-V def2-TZVPD RIJCOSX def2/J DEFGRID3
* xyz 0 2
Hg 2.12509 0.76256 2.26098
N -3.18223 3.31516 3.69576
C -2.34596 3.12956 2.65273
C -1.18659 2.32825 2.76572
N -0.36799 2.18184 1.75222
C -0.63340 2.78713 0.60145
C -1.76883 3.58699 0.50038
N -2.60412 3.75639 1.50650
H -3.05130 2.79431 4.54340
H -4.06180 3.77210 3.53474
H -0.95871 1.80891 3.68708
H 0.03577 2.61377 -0.22848
H -2.01269 4.11716 -0.40903
O 2.66241 -1.88487 1.12135
C 1.88829 -1.55461 0.22848
N 1.18232 -0.44628 0.18940
S 0.33852 -0.21296 -1.20243
O -1.07264 -0.16512 -0.93909
O 0.87703 0.91217 -1.91658
C 0.83519 -1.78827 -1.92289
C 0.53930 -2.39669 -3.12013
C 1.08648 -3.65170 -3.36937
C 1.90113 -4.27338 -2.43464
C 2.19563 -3.65400 -1.22790
C 1.65522 -2.40172 -0.98843
H -0.09303 -1.91328 -3.84697
H 0.87713 -4.15519 -4.30083
H 2.31386 -5.24888 -2.64775
H 2.82593 -4.11935 -0.48568
*
```

The energy relative to the best compared isomer or geometry (same formula, charge and spin) comes out at 7.3 kcal/mol. As for the expectation value of S²: 0.75. As for the HOMO-LUMO gap (alpha / beta): 8.9 / 5.7 eV.

Results of the Mulliken charge analysis, in e, for atoms 1 through 2:
1. Hg 0.606
2. N -0.420

=====

No. 4
Computed, not measured: a molecular structure, C11H9I2N2O6SW at a distorted geometry, with ωB97M-V with the def2-TZVPD basis set.

ORCA input file:
```
! wB97M-V def2-TZVPD RIJCOSX def2/J DEFGRID3
* xyz 1 3
W -0.57856 0.26871 -0.93776
I -2.03761 -1.15289 -2.72127
C -0.84363 -3.11411 0.10888
C -1.60546 -3.55882 1.20283
C -1.60186 -2.74523 2.32292
I -2.68934 -3.45630 3.94027
C -0.87712 -1.50067 2.43028
C -0.78729 -0.59104 3.51681
C 0.01014 0.52257 3.43792
C 0.43147 0.91284 2.14152
N 0.29788 0.14510 1.07339
C -0.26154 -1.09797 1.23143
C -0.15844 -1.93271 0.07380
O 0.50458 -1.42156 -0.97921
H -2.15508 -4.48905 1.20735
H -1.31471 -0.84088 4.42893
H 0.09722 1.25291 4.22007
H 0.78008 1.90751 1.95382
C 2.27147 1.93411 -3.66891
C 1.91171 0.99479 -2.64398
N 2.85228 0.23665 -2.08762
O 0.69750 0.92373 -2.30905
H 3.33802 2.30949 -3.47996
H 1.55380 2.70531 -3.73915
H 2.31071 1.40915 -4.61335
H 3.82288 0.34375 -2.43716
H 2.66175 -0.43005 -1.38546
O -1.83587 1.75558 -1.85811
S -1.80747 2.23396 -0.41750
O -2.56052 3.32632 0.00205
O -0.31690 2.27138 -0.23370
O -2.11010 0.87741 0.21992
*
```

The energy relative to the best compared isomer or geometry (same formula, charge and spin) comes out at 62.7 kcal/mol. As for the expectation value of S²: 2.03. As for the HOMO-LUMO gap (alpha / beta): 6.4 / 6.6 eV.

Results of the Mulliken charge analysis, in e, for atoms 1 through 2:
1. W 1.457
2. I -0.117

=====

No. 5
Computed, not measured: a molecular structure, C11H9NO2 at a distorted geometry, with ωB97M-V with the def2-TZVPD basis set.

ORCA input file:
```
! wB97M-V def2-TZVPD RIJCOSX def2/J DEFGRID3
* xyz 0 1
C 1.33093 3.20158 0.01671
C 1.47406 1.99485 -0.24177
C 1.14879 -2.10996 1.76533
C -0.29253 -2.21664 1.85539
C 1.75241 -1.07551 0.96667
C -1.11045 -1.29517 1.14644
C 0.90752 -0.32727 0.16701
C -0.49604 -0.37919 0.24363
C -0.43878 1.00371 -1.61950
C 1.42041 0.68668 -0.81202
C -2.67640 0.42103 -0.78500
N -1.22506 0.39972 -0.71406
O -0.64572 1.60689 -2.64672
O 2.48018 0.39036 -1.71157
H 1.31104 4.15136 0.32409
H 1.77718 -2.79901 2.21180
H -0.84761 -2.93975 2.47708
H 2.75602 -1.05892 0.88559
H -2.14828 -1.30216 1.46766
H -2.78412 1.23819 -1.44112
H -3.01865 -0.60602 -1.14638
H -2.85984 0.49684 0.25598
H 2.18493 0.51840 -2.66524
*
```

The energy relative to the best compared isomer or geometry (same formula, charge and spin) comes out at 35.6 kcal/mol. As for the HOMO-LUMO gap: 9.0 eV.

Results of the Mulliken charge analysis, in e, for atoms 1 through 2:
1. C -0.103
2. C -0.632

=====

No. 6
Computed, not measured: 21 unconnected molecules or ions with the total composition C126H84O84 at a distorted geometry, with ωB97M-V with the def2-TZVPD basis set.

ORCA input file:
```
! wB97M-V def2-TZVPD RIJCOSX def2/J DEFGRID3
* xyz 0 1
C -10.06644 -1.91342 1.13564
C -9.73058 -0.65191 1.27817
C -8.32968 -0.25233 1.75253
O -7.91612 0.90800 1.85435
C -7.41336 -1.39321 1.90328
C -7.87301 -2.66387 1.78097
C -9.26332 -3.02354 1.36351
O -9.69606 -4.17399 1.15684
O -7.00031 -3.69392 1.70848
O -10.53258 0.31823 0.70150
H -10.97719 -2.21392 0.63901
H -6.35702 -1.22252 2.04964
H -6.33289 -3.66972 2.39809
H -9.98763 1.10537 0.63057
C -3.29956 -5.62373 1.62259
C -2.26632 -6.28733 2.19718
C -1.96548 -7.82189 2.12130
O -0.98688 -8.36195 2.57171
C -2.98082 -8.47476 1.40540
C -4.01823 -7.84430 0.82172
C -4.29334 -6.38075 0.81261
O -5.17088 -5.84889 0.14315
O -4.99640 -8.50877 0.24403
O -1.39851 -5.65304 2.99407
H -3.50073 -4.57694 1.79629
H -2.93069 -9.53472 1.20449
H -5.58945 -7.87020 -0.15862
H -0.62284 -6.21754 3.02969
C 2.35058 6.57970 -2.39870
C 1.74531 5.59514 -3.09227
C 1.20739 4.28563 -2.44773
O 0.66717 3.35601 -3.01565
C 1.41645 4.27187 -0.89806
C 1.92079 5.27854 -0.24176
C 2.35818 6.55100 -0.86153
O 2.67489 7.53328 -0.19124
O 2.13208 5.23348 1.11485
O 1.67054 5.67649 -4.47221
H 2.59176 7.50830 -2.89462
H 1.17360 3.31424 -0.46176
H 2.53408 6.02196 1.48674
H 1.36514 4.84084 -4.83280
C 0.26318 3.72329 -8.21709
C -0.55404 3.62212 -9.28870
C -1.93248 2.95721 -9.21033
O -2.58059 2.64713 -10.16177
C -2.36687 2.54559 -7.82514
C -1.58053 2.72005 -6.75713
C -0.26401 3.45133 -6.90543
O 0.48967 3.77369 -5.98190
O -1.86262 2.28965 -5.49398
O -0.13030 4.01771 -10.56563
H 1.29342 3.97806 -8.41732
H -3.36960 2.17059 -7.68264
H -1.06616 2.44393 -4.98071
H -0.76517 3.77769 -11.24456
C -2.92320 5.89973 -4.07941
C -2.88808 6.15688 -2.77391
C -2.11884 7.23854 -2.13319
O -2.09077 7.41678 -0.90246
C -1.39710 7.96803 -3.22833
C -1.31896 7.61046 -4.60560
C -2.19813 6.47944 -5.12954
O -2.20657 6.26309 -6.33273
O -0.47130 8.30806 -5.40968
O -3.83817 5.48752 -2.05554
H -3.49102 5.09334 -4.51954
H -0.76680 8.79552 -2.93784
H -0.25875 7.83400 -6.21695
H -3.68385 5.69375 -1.13074
C 5.95930 4.86589 4.16546
C 5.11734 3.91217 3.78468
C 3.82253 3.62297 4.41889
O 3.02906 2.84526 3.95272
C 3.64235 4.43026 5.63564
C 4.51421 5.33619 6.09756
C 5.73333 5.74181 5.40500
O 6.44678 6.71801 5.63939
O 4.31945 5.98253 7.25398
O 5.38290 3.09788 2.72465
H 6.94887 4.85373 3.73302
H 2.86505 4.25878 6.36557
H 4.78473 6.82205 7.23630
H 4.57715 2.70156 2.38510
C 4.87386 -4.63723 4.55194
C 4.20501 -5.76439 4.30383
C 4.80705 -7.07788 4.06355
O 4.22261 -8.01890 3.49252
C 6.20535 -7.12323 4.58982
C 6.91397 -5.99939 4.89328
C 6.28769 -4.64580 4.65875
O 7.03020 -3.64923 4.59733
O 8.25731 -5.98083 5.29040
O 2.84551 -5.84539 4.06594
H 4.50233 -3.62315 4.55139
H 6.79460 -8.02813 4.57097
H 8.65892 -5.14907 5.02867
H 2.59661 -6.77048 4.00383
C -1.25523 -2.10294 -5.99702
C -1.61488 -1.42771 -7.09512
C -2.90380 -1.65068 -7.76833
O -3.36812 -0.91106 -8.58979
C -3.74640 -2.62763 -7.06334
C -3.40089 -3.24107 -5.91897
C -2.08174 -3.07253 -5.22269
O -1.74153 -3.64621 -4.19363
O -4.27998 -3.98330 -5.15500
O -0.75855 -0.53257 -7.62232
H -0.31080 -1.89973 -5.51417
H -4.75094 -2.92327 -7.32772
H -3.75791 -4.48036 -4.52099
H -1.32875 -0.06292 -8.23542
C -6.18875 4.67950 2.65356
C -5.52836 3.93914 1.67493
C -5.87149 3.93899 0.27742
O -5.39434 3.21342 -0.58065
C -6.96858 4.85008 -0.04569
C -7.61812 5.54192 0.92530
C -7.19850 5.61760 2.36276
O -7.82990 6.32879 3.13242
O -8.57578 6.43314 0.50200
O -4.43329 3.26689 2.00439
H -5.88962 4.65076 3.69091
H -7.28836 4.94560 -1.07283
H -8.86316 6.81198 1.33596
H -4.09142 2.90442 1.18382
C -5.54085 2.19980 -3.58220
C -6.55899 1.61951 -4.25262
C -6.51484 0.26411 -4.80393
O -7.44683 -0.19810 -5.28090
C -5.27748 -0.44939 -4.47797
C -4.24534 0.20466 -3.92894
C -4.28505 1.54741 -3.30865
O -3.39389 2.07632 -2.66105
O -3.08324 -0.43478 -3.68145
O -7.82195 2.14842 -4.52433
H -5.67836 3.25330 -3.38823
H -5.21944 -1.46946 -4.82797
H -2.39872 0.22849 -3.79592
H -8.30060 1.33596 -4.70436
C -1.35793 -0.53448 0.88663
C -1.53774 0.03077 -0.33153
C -0.52535 0.26261 -1.28961
O -0.86463 0.63392 -2.42793
C 0.78656 0.00711 -0.75944
C 1.02266 -0.58518 0.39618
C -0.01972 -0.99763 1.37918
O 0.14127 -1.65027 2.41398
O 2.32945 -0.61662 0.84442
O -2.81262 0.57255 -0.66446
H -2.23212 -0.60448 1.51694
H 1.62656 0.21402 -1.40596
H 2.23980 -1.23986 1.56908
H -2.82549 1.16234 -1.42181
C -5.71697 -4.49807 -2.47192
C -4.36164 -4.39714 -2.19725
C -3.73926 -3.20255 -1.47677
O -2.55735 -3.11769 -1.15001
C -4.71465 -2.11959 -1.24931
C -6.07748 -2.19336 -1.55314
C -6.65908 -3.36361 -2.22682
O -7.85571 -3.47751 -2.44173
O -6.88601 -1.10119 -1.24575
O -3.58668 -5.41702 -2.63925
H -6.02132 -5.40555 -2.97217
H -4.49828 -1.19184 -0.74053
H -7.75177 -1.25997 -1.62898
H -2.77265 -5.41585 -2.13038
C 5.93233 -3.70341 0.53978
C 6.92142 -2.76927 0.74272
C 8.34870 -3.03048 0.95098
O 9.25511 -2.19501 0.82273
C 8.50673 -4.48743 1.35292
C 7.52342 -5.36743 1.20399
C 6.16388 -5.10195 0.67292
O 5.33635 -5.95477 0.42952
O 7.72403 -6.60295 1.55874
O 6.65948 -1.42742 0.69800
H 4.90817 -3.36444 0.48890
H 9.39425 -4.90581 1.80421
H 7.03144 -7.18738 1.24194
H 7.45493 -0.94185 0.46757
C 3.16208 -4.57498 -4.23266
C 3.21899 -4.52845 -5.58997
C 3.79331 -5.67875 -6.35890
O 3.77530 -5.73244 -7.57285
C 4.16803 -6.82989 -5.56018
C 3.99709 -6.85085 -4.25476
C 3.52696 -5.71401 -3.39423
O 3.35975 -5.70853 -2.18682
O 4.25779 -7.98127 -3.55144
O 2.82710 -3.44433 -6.34013
H 2.71564 -3.69634 -3.79098
H 4.70183 -7.62388 -6.06121
H 3.74244 -7.93178 -2.74300
H 2.82296 -3.67327 -7.27242
C 1.72793 -3.60023 -0.50634
C 1.96303 -4.45167 0.60475
C 1.20992 -5.66542 0.82411
O 1.25323 -6.39283 1.84931
C 0.26155 -5.96886 -0.22924
C 0.05208 -5.13613 -1.28395
C 0.73177 -3.94197 -1.54212
O 0.51833 -3.21427 -2.54954
O -0.91158 -5.46584 -2.16164
O 3.03213 -4.27395 1.50735
H 2.39338 -2.77396 -0.70849
H -0.35276 -6.85226 -0.13634
H -0.90216 -4.69838 -2.73829
H 3.03376 -5.00235 2.13266
C 8.10640 5.03369 -1.36611
C 7.75463 6.13876 -0.63294
C 6.64523 6.24778 0.23494
O 6.28865 7.24289 0.89350
C 5.95345 4.98348 0.33367
C 6.23361 3.87934 -0.33247
C 7.26084 3.87061 -1.43196
O 7.31055 2.96999 -2.24290
O 5.56957 2.65232 -0.22789
O 8.56435 7.24548 -0.79141
H 8.84163 5.19775 -2.14000
H 5.08210 4.90968 0.96747
H 5.90908 1.93574 -0.76904
H 8.03605 8.00862 -1.03659
C -0.51766 5.62904 3.45563
C -1.11564 5.77242 2.26347
C -1.37500 4.64845 1.30214
O -2.02493 4.76456 0.27121
C -0.81181 3.38359 1.74369
C -0.15872 3.26411 2.89957
C 0.00109 4.31026 3.95409
O 0.50887 4.23773 5.02183
O 0.54598 2.22275 3.24839
O -1.44308 7.00806 1.78134
H -0.34677 6.49941 4.07179
H -0.60644 2.62092 1.00711
H 1.26923 2.54182 3.79308
H -2.05885 6.91938 1.05021
C -3.13396 -3.29871 6.36938
C -2.77783 -3.72262 7.61419
C -1.34562 -3.81102 8.16692
O -0.92312 -4.04232 9.23461
C -0.38187 -3.67469 7.08181
C -0.72217 -3.29030 5.82625
C -2.12584 -2.99108 5.35880
O -2.36925 -2.36945 4.32639
O 0.26745 -3.30515 4.87544
O -3.62139 -3.87434 8.66484
H -4.19586 -3.23032 6.18476
H 0.66320 -3.90296 7.23050
H -0.15773 -3.07497 4.04609
H -3.11437 -4.17189 9.42378
C -2.08889 1.67314 5.72477
C -1.12482 1.68625 6.69591
C -1.24878 2.37900 7.97382
O -0.36038 2.25362 8.80154
C -2.45924 3.20668 8.09682
C -3.31624 3.24076 7.11242
C -3.37125 2.40897 5.91092
O -4.26822 2.25464 5.04195
O -4.45253 3.99107 7.26478
O -0.01530 0.91059 6.51231
H -1.88469 1.08190 4.84435
H -2.61579 3.80477 8.98236
H -5.09025 3.93261 6.54959
H 0.60152 1.17644 7.19821
C 4.65322 1.69876 -4.03368
C 3.43728 1.90668 -4.63708
C 2.24163 0.97916 -4.39625
O 1.08434 1.08849 -4.94084
C 2.48919 -0.09502 -3.50859
C 3.74694 -0.26128 -2.90287
C 4.88777 0.59480 -3.10972
O 5.97091 0.42614 -2.51669
O 4.03246 -1.44326 -2.33057
O 3.24869 2.96875 -5.39065
H 5.43491 2.43854 -4.12361
H 1.78776 -0.91623 -3.50647
H 4.93260 -1.55957 -2.01783
H 2.29359 2.95222 -5.48618
C 4.87193 -0.51870 3.28247
C 3.90396 -0.88499 4.17230
C 3.90218 -0.53342 5.63591
O 3.21613 -1.05244 6.47504
C 4.87602 0.41616 5.91025
C 5.91800 0.83246 5.07553
C 5.98861 0.35543 3.62307
O 6.87901 0.77930 2.86624
O 6.93286 1.63401 5.58935
O 2.86098 -1.63859 3.70396
H 4.82620 -0.86046 2.25899
H 4.95092 0.81827 6.90980
H 7.65047 1.95784 5.04001
H 2.40602 -2.13671 4.38695
*
```

The energy relative to the best compared isomer or geometry (same formula, charge and spin) comes out at 0.0 kcal/mol. As for the HOMO-LUMO gap: 6.8 eV.

Results of the Mulliken charge analysis, in e, for atoms 1 through 2:
1. C -0.430
2. C 0.290